(1)
The following is a DFT calculation (ωB97M-V/def2-TZVPD) of 3 unconnected molecules or ions with the total composition C33H70N4O3.

Values from the calculation:
Orbital gap: 8.42 eV
E_HOMO: -8.17 eV
Electronic energy: -1743.6670 Eh
Multiplicity: 1
SMILES string: [H]/N=C\C[C@]1(CCCCCCCCCCCCC)OC(=O)[C@@H](O)[C@H]1CNC.CCN(CC)CC.CCN(CC)CC

Atoms and positions in Å:
H: -2.9867 4.5669 -4.8827
N: -3.5460 3.7084 -5.0819
C: -2.6547 2.6565 -4.9658
C: -1.0579 2.8960 -4.5859
C: -0.5227 1.8444 -3.4198
C: -0.3331 0.3868 -4.1545
C: -0.4720 -0.9027 -3.0988
C: -1.9430 -1.5647 -3.3930
C: -2.3779 -2.7455 -2.3040
C: -4.0369 -2.8529 -2.4019
C: -4.8110 -2.1992 -1.1089
C: -4.9979 -0.5435 -1.2188
C: -3.7601 0.0954 -0.2939
C: -4.2188 -0.0028 1.2765
C: -3.0541 0.3606 2.3701
C: -1.5626 -0.2214 2.0222
C: -1.2759 -1.7515 2.5536
C: -2.4009 -2.8573 2.1087
O: -1.6641 1.8737 -2.4547
C: -1.5215 3.1459 -1.7267
O: -2.4840 4.0657 -1.6039
C: 0.0434 3.1109 -1.2258
O: 0.0385 2.1732 -0.0664
C: 0.7531 2.4982 -2.6084
C: 2.1359 1.6346 -2.4279
N: 3.3461 2.5546 -2.6805
C: 3.3997 3.6685 -1.6457
H: -3.0836 1.5762 -5.1865
H: -0.4447 2.6668 -5.5559
H: -0.8624 4.0335 -4.2986
H: -1.1507 0.2586 -5.0134
H: 0.7061 0.4082 -4.6977
H: -0.3326 -0.5079 -1.9841
H: 0.3489 -1.7158 -3.3906
H: -2.7516 -0.7021 -3.2440
H: -1.9726 -2.0345 -4.4685
H: -1.9903 -2.5217 -1.2228
H: -1.9061 -3.7970 -2.6081
H: -4.3765 -2.2434 -3.3625
H: -4.3591 -3.9976 -2.4581
H: -4.0997 -2.3927 -0.1700
H: -5.8377 -2.6956 -0.8433
H: -4.9056 -0.1640 -2.3470
H: -6.0444 -0.2053 -0.8037
H: -3.5553 1.2020 -0.6613
H: -2.8167 -0.5878 -0.5582
H: -5.0774 0.8148 1.4220
H: -4.7419 -1.0401 1.4287
H: -2.9651 1.5105 2.6307
H: -3.3837 -0.1624 3.3907
H: -0.7905 0.4750 2.6094
H: -1.2507 -0.1605 0.8962
H: -1.1332 -1.6652 3.7333
H: -0.2346 -2.1373 2.1222
H: -2.3039 -3.2129 0.9735
H: -2.1729 -3.8394 2.7489
H: -3.5106 -2.5609 2.3881
H: 0.3001 4.2209 -0.9322
H: -0.6960 2.4141 0.5717
H: 1.0900 3.4292 -3.2545
H: 2.2509 0.7254 -3.1565
H: 2.1329 1.2194 -1.3190
H: 3.2069 3.0048 -3.6273
H: 3.3389 3.2816 -0.5339
H: 4.4539 4.2095 -1.7535
H: 2.5852 4.4865 -1.8519
C: 3.5125 6.9706 1.0786
C: 4.6094 7.4788 2.0103
N: 5.3480 6.4217 2.7092
C: 6.2234 6.9356 3.7679
C: 7.3929 7.8236 3.3483
C: 5.9431 5.3820 1.8666
C: 6.9524 5.8243 0.8124
H: 2.7839 6.3585 1.6218
H: 2.9773 7.8188 0.6395
H: 3.9166 6.3803 0.2508
H: 4.1196 8.1163 2.7553
H: 5.2809 8.1281 1.4366
H: 6.6143 6.0962 4.3567
H: 5.6033 7.5048 4.4730
H: 8.2104 7.2371 2.9200
H: 7.7973 8.3309 4.2305
H: 7.0990 8.5958 2.6332
H: 5.1345 4.8415 1.3605
H: 6.4108 4.6192 2.5034
H: 6.6447 6.7312 0.2872
H: 7.0666 5.0358 0.0606
H: 7.9397 5.9891 1.2462
C: -2.5885 -7.5138 -0.0234
C: -1.3036 -7.9842 0.6529
N: -0.9523 -7.2418 1.8682
C: 0.3954 -7.5477 2.3593
C: 0.6632 -8.9698 2.8477
C: -1.9852 -7.1695 2.9040
C: -2.4974 -8.4859 3.4787
H: -2.5314 -6.4517 -0.2866
H: -2.7498 -8.0802 -0.9463
H: -3.4674 -7.6702 0.6091
H: -0.4981 -7.8595 -0.0798
H: -1.3855 -9.0599 0.8471
H: 0.6588 -6.8465 3.1612
H: 1.1074 -7.3280 1.5529
H: 0.2338 -9.1430 3.8383
H: 1.7435 -9.1233 2.9410
H: 0.2834 -9.7290 2.1597
H: -2.8415 -6.6160 2.5011
H: -1.6301 -6.5393 3.7305
H: -2.6576 -9.2475 2.7123
H: -3.4584 -8.3190 3.9774
H: -1.8181 -8.8859 4.2329

Here are the Löwdin charges for atoms 1 to 99, given in e: H 0.026; N 0.043; C -0.161; C -0.105; C -0.338; C -0.119; C -0.174; C -0.221; C -0.199; C -0.206; C -0.211; C -0.186; C -0.206; C -0.214; C -0.205; C -0.239; C -0.254; C -0.136; O -0.083; C -0.214; O 0.016; C -0.159; O -0.078; C -0.118; C -0.166; N -0.157; C -0.168; H 0.120; H 0.123; H 0.132; H 0.118; H 0.116; H 0.125; H 0.123; H 0.106; H 0.126; H 0.083; H 0.114; H 0.108; H 0.111; H 0.076; H 0.107; H 0.108; H 0.107; H 0.111; H 0.091; H 0.123; H 0.093; H 0.110; H 0.118; H 0.113; H 0.086; H 0.114; H 0.114; H 0.071; H 0.074; H 0.072; H 0.164; H 0.115; H 0.140; H 0.118; H 0.135; H 0.105; H 0.104; H 0.092; H 0.074; C -0.093; C -0.268; N -0.190; C -0.251; C -0.094; C -0.248; C -0.090; H 0.080; H 0.074; H 0.052; H 0.117; H 0.095; H 0.112; H 0.109; H 0.055; H 0.072; H 0.067; H 0.091; H 0.116; H 0.069; H 0.070; H 0.054; C -0.090; C -0.269; N -0.189; C -0.252; C -0.094; C -0.260; C -0.090; H 0.071; H 0.073; H 0.065; H 0.117

=====

(2)
The following is a DFT calculation (ωB97M-V/def2-TZVPD) of 5 unconnected molecules or ions with the total composition C33H70N5O5.

Values from the calculation:
Orbital gap (spin up / spin down): 9.05 / 9.00 eV
E_HOMO (spin up / spin down): -8.47 / -8.78 eV
Electronic energy: -1949.2117 Eh
Multiplicity: 2

Atoms and positions in Å:
C: 0.9455 4.9990 0.9296
C: 0.1581 3.7490 0.5780
C: -1.0936 3.7955 0.0155
C: -1.7694 2.6458 -0.3077
C: -1.1691 1.4108 -0.0422
C: 0.0852 1.3439 0.5287
C: 0.6384 -0.0491 0.7750
C: 1.9947 -0.1238 1.4956
C: 2.0395 -1.2796 2.5370
C: 3.4750 -1.4763 3.0908
C: 3.3675 -1.5073 4.6454
C: 4.0440 -2.8565 2.7087
N: 4.3957 -0.3681 2.7616
O: 4.2215 0.6757 3.4890
C: 4.4951 -0.0848 1.3024
C: 5.7271 -0.7899 0.6969
C: 4.7954 1.4267 1.1337
C: 3.1908 -0.3686 0.5377
C: 0.7335 2.5258 0.8106
H: 0.7720 5.3096 1.9632
H: 0.7358 5.7903 0.2083
H: 2.0051 4.7309 0.8712
H: -1.5231 4.7741 -0.1891
H: -2.7428 2.6900 -0.7808
H: -1.6916 0.4956 -0.3059
H: -0.0816 -0.6687 1.3216
H: 0.7612 -0.5350 -0.2052
H: 2.1657 0.7944 2.0650
H: 1.2834 -1.1284 3.3100
H: 1.7816 -2.1800 1.9616
H: 4.3349 -1.3607 5.1267
H: 2.6869 -0.7021 4.9313
H: 2.8744 -2.4294 4.9644
H: 4.1226 -3.0125 1.6309
H: 4.9971 -2.9727 3.2338
H: 3.3788 -3.6300 3.1008
H: 5.9103 -0.4291 -0.3171
H: 6.5945 -0.4691 1.2865
H: 5.6724 -1.8774 0.7519
H: 3.9401 2.0471 1.4028
H: 4.9364 1.5777 0.0560
H: 5.7129 1.7244 1.6412
H: 3.0966 0.2671 -0.3466
H: 3.1142 -1.4105 0.1975
H: 1.7256 2.5094 1.2527
C: -6.2161 -0.0846 -3.8550
C: -5.9839 -0.2215 -2.3534
C: -5.0650 0.8555 -1.7566
O: -3.6854 0.7140 -2.0529
C: -3.3162 1.0997 -3.3641
N: -5.4887 -1.5753 -2.0752
H: -5.3845 -0.4618 -4.4492
H: -7.0941 -0.6593 -4.1497
H: -6.3936 0.9563 -4.1331
H: -6.9565 -0.1119 -1.8646
H: -5.1303 0.7839 -0.6674
H: -5.4074 1.8646 -2.0242
H: -3.8731 1.9771 -3.7046
H: -3.4427 0.2726 -4.0652
H: -2.2526 1.3450 -3.3475
H: -5.4494 -1.7141 -1.0688
H: -4.5137 -1.6142 -2.3630
C: -11.1473 -2.8004 -3.6659
C: -9.6452 -2.9920 -3.8591
C: -9.1932 -4.4608 -3.8845
O: -9.1855 -5.1163 -2.6293
C: -10.4561 -5.5070 -2.1464
N: -8.9347 -2.2251 -2.8309
H: -11.4530 -2.9172 -2.6272
H: -11.4351 -1.7919 -3.9653
H: -11.7181 -3.5041 -4.2760
H: -9.3882 -2.5669 -4.8345
H: -8.1547 -4.4839 -4.2242
H: -9.7742 -5.0444 -4.6123
H: -11.1101 -5.8531 -2.9520
H: -10.9323 -4.6943 -1.5942
H: -10.3047 -6.3276 -1.4444
H: -7.9366 -2.2533 -3.0312
H: -9.0176 -2.7352 -1.9548
C: 0.5728 0.0085 -5.6844
C: 1.7947 -0.8468 -5.3600
C: 2.0037 -1.1099 -3.8604
O: 2.4894 -0.0106 -3.1124
C: 1.5270 0.9860 -2.8169
N: 2.9764 -0.2312 -5.9730
H: 0.7499 1.0703 -5.5191
H: 0.3083 -0.1048 -6.7363
H: -0.2918 -0.2952 -5.0890
H: 1.6405 -1.8225 -5.8305
H: 2.7700 -1.8834 -3.7604
H: 1.0916 -1.5106 -3.3955
H: 0.5439 0.5561 -2.6024
H: 1.4593 1.7133 -3.6283
H: 1.8675 1.5267 -1.9325
H: 3.7695 -0.8582 -5.8676
H: 3.2304 0.5779 -5.4111
C: 7.8493 3.6668 5.9499
C: 6.5324 2.9236 5.7374
C: 5.9400 2.3053 7.0140
O: 6.5967 1.1426 7.4893
C: 7.8197 1.3748 8.1590
N: 6.7189 1.9187 4.6884
H: 8.7019 2.9931 6.0233
H: 8.0439 4.3270 5.1039
H: 7.8164 4.2830 6.8519
H: 5.8031 3.6555 5.3767
H: 4.9210 1.9832 6.7854
H: 5.8608 3.0497 7.8191
H: 7.7865 2.2843 8.7658
H: 8.6508 1.4210 7.4521
H: 8.0035 0.5243 8.8166
H: 5.8130 1.5102 4.4607
H: 7.2409 1.1452 5.0940

Here are the Löwdin charges for atoms 1 to 99, given in e: C -0.039; C -0.278; C -0.064; C -0.065; C -0.050; C -0.215; C -0.097; C -0.282; C -0.081; C -0.469; C -0.037; C -0.034; N -0.093; O -0.042; C -0.466; C -0.021; C -0.032; C -0.076; C -0.015; H 0.083; H 0.077; H 0.073; H 0.114; H 0.095; H 0.110; H 0.122; H 0.118; H 0.117; H 0.121; H 0.122; H 0.088; H 0.076; H 0.087; H 0.068; H 0.095; H 0.086; H 0.088; H 0.091; H 0.064; H 0.068; H 0.089; H 0.086; H 0.110; H 0.127; H 0.100; C -0.068; C -0.430; C -0.202; O -0.221; C -0.100; N 0.044; H 0.067; H 0.054; H 0.082; H 0.132; H 0.124; H 0.124; H 0.096; H 0.074; H 0.080; H 0.076; H 0.070; C -0.075; C -0.428; C -0.207; O -0.187; C -0.111; N 0.048; H 0.062; H 0.075; H 0.077; H 0.133; H 0.122; H 0.120; H 0.091; H 0.073; H 0.087; H 0.040; H 0.074; C -0.073; C -0.429; C -0.208; O -0.196; C -0.100; N 0.038; H 0.064; H 0.076; H 0.071; H 0.135; H 0.121; H 0.121; H 0.086; H 0.079; H 0.080; H 0.071; H 0.069; C -0.077; C -0.427; C -0.205

=====

The highest multiplicity belongs to which entry?
C33H70N5O5